1.
ORCA calculation (wB97M-V/def2-TZVPD) on C78H166N8O18 as an isolated structure at a distorted geometry.

The geometry in ORCA input format:
```
! wB97M-V def2-TZVPD RIJCOSX def2/J DEFGRID3
* xyz 3 2
C 25.51 10.06 -27.99
C 24.51 8.87 -27.70
C 24.16 8.83 -26.20
N 23.32 7.57 -25.77
C 23.10 7.57 -24.20
C 22.55 6.17 -23.67
C 23.46 5.02 -24.04
C 23.52 4.94 -25.57
C 24.10 6.28 -26.19
C 21.96 7.54 -26.56
H 25.03 11.04 -27.95
H 25.74 10.11 -29.05
H 26.35 10.02 -27.31
H 25.07 8.00 -28.06
H 23.68 8.95 -28.39
H 23.60 9.72 -25.93
H 25.08 8.74 -25.61
H 24.05 7.84 -23.75
H 22.30 8.28 -24.00
H 22.37 6.17 -22.60
H 21.59 6.00 -24.15
H 24.36 5.30 -23.50
H 23.15 4.05 -23.65
H 24.25 4.24 -25.96
H 22.58 4.68 -26.06
H 25.07 6.51 -25.76
H 24.05 6.18 -27.27
H 21.50 6.57 -26.35
H 22.25 7.70 -27.60
H 21.33 8.33 -26.14
C 30.29 -3.05 -19.13
C 28.86 -3.52 -19.31
C 28.22 -3.25 -20.72
N 26.85 -3.92 -20.92
C 25.89 -3.27 -19.87
C 25.67 -1.82 -20.11
C 25.13 -1.50 -21.51
C 25.99 -2.14 -22.56
C 26.35 -3.68 -22.35
C 26.90 -5.48 -20.64
H 30.17 -1.96 -19.08
H 31.01 -3.42 -19.85
H 30.72 -3.26 -18.15
H 28.34 -2.98 -18.51
H 28.81 -4.55 -18.96
H 28.83 -3.65 -21.53
H 28.10 -2.19 -20.91
H 26.00 -3.50 -18.81
H 24.95 -3.80 -20.00
H 26.53 -1.21 -19.84
H 24.77 -1.60 -19.53
H 25.04 -0.43 -21.71
H 24.20 -2.05 -21.66
H 26.97 -1.66 -22.62
H 25.50 -2.03 -23.52
H 26.98 -4.03 -23.16
H 25.51 -4.37 -22.44
H 27.36 -5.72 -19.68
H 27.43 -6.02 -21.43
H 25.88 -5.85 -20.54
C 18.03 -0.36 -24.18
C 18.72 1.03 -24.15
C 20.18 0.90 -23.46
N 20.23 1.60 -22.08
C 19.22 0.92 -21.12
C 19.78 -0.48 -20.82
C 21.26 -0.46 -20.24
C 22.27 0.26 -21.12
C 21.71 1.59 -21.51
C 20.12 3.18 -22.24
H 18.03 -0.99 -23.29
H 18.47 -1.05 -24.90
H 17.12 -0.20 -24.76
H 18.01 1.74 -23.73
H 19.08 1.31 -25.13
H 20.93 1.43 -24.05
H 20.47 -0.15 -23.52
H 18.28 0.92 -21.67
H 19.05 1.53 -20.23
H 19.67 -1.12 -21.70
H 19.11 -0.97 -20.11
H 21.73 -1.40 -19.95
H 21.08 0.13 -19.35
H 22.50 -0.42 -21.94
H 23.21 0.37 -20.58
H 22.32 2.23 -22.15
H 21.52 2.05 -20.55
H 20.94 3.51 -22.88
H 20.13 3.49 -21.19
H 19.15 3.49 -22.65
C 26.02 1.96 -23.71
C 27.12 2.53 -22.88
C 26.92 4.05 -22.63
N 27.96 4.72 -21.71
C 27.62 4.23 -20.26
C 28.46 4.90 -19.18
C 28.33 6.44 -19.26
C 28.75 6.95 -20.67
C 27.85 6.28 -21.71
C 29.40 4.17 -22.09
H 24.99 1.97 -23.34
H 26.12 0.92 -24.01
H 25.83 2.45 -24.67
H 28.12 2.16 -23.11
H 27.04 1.97 -21.95
H 25.91 4.18 -22.24
H 27.04 4.65 -23.53
H 26.56 4.34 -20.03
H 27.83 3.17 -20.38
H 28.05 4.49 -18.26
H 29.51 4.62 -19.12
H 27.42 6.89 -18.87
H 29.14 6.61 -18.54
H 28.80 8.03 -20.80
H 29.79 6.67 -20.79
H 26.79 6.53 -21.67
H 28.33 6.55 -22.65
H 29.41 4.25 -23.18
H 29.59 3.15 -21.75
H 30.09 4.84 -21.58
C 25.20 11.41 -24.52
C 24.23 11.51 -23.34
C 25.01 11.52 -22.01
N 24.25 11.67 -20.64
C 25.22 12.00 -19.44
C 26.11 10.84 -18.97
C 25.45 9.53 -18.75
C 24.54 9.11 -19.86
C 23.56 10.31 -20.25
C 23.21 12.80 -20.81
H 24.75 11.67 -25.47
H 25.86 10.56 -24.67
H 26.01 12.15 -24.56
H 23.48 10.72 -23.40
H 23.74 12.45 -23.56
H 25.77 12.29 -21.91
H 25.40 10.51 -22.00
H 25.79 12.83 -19.85
H 24.61 12.41 -18.63
H 26.90 10.80 -19.72
H 26.46 11.24 -18.02
H 26.20 8.74 -18.63
H 24.80 9.59 -17.88
H 25.17 8.71 -20.66
H 23.90 8.33 -19.45
H 23.00 9.83 -21.06
H 22.86 10.65 -19.49
H 22.98 13.32 -19.88
H 22.36 12.35 -21.33
H 23.61 13.59 -21.43
C 32.39 3.73 -20.18
C 32.96 2.93 -19.08
C 33.05 1.41 -19.47
N 33.76 0.43 -18.53
C 32.95 0.33 -17.15
C 33.44 -0.80 -16.18
C 33.28 -2.26 -16.79
C 33.93 -2.18 -18.20
C 33.60 -0.97 -19.10
C 35.29 0.83 -18.30
H 31.34 3.47 -20.32
H 32.84 3.84 -21.16
H 32.42 4.77 -19.84
H 32.26 3.23 -18.30
H 33.92 3.36 -18.79
H 33.66 1.39 -20.37
H 32.10 0.96 -19.76
H 31.96 0.08 -17.54
H 33.00 1.35 -16.76
H 32.94 -0.83 -15.21
H 34.49 -0.74 -15.88
H 32.22 -2.45 -16.91
H 33.75 -2.92 -16.05
H 33.54 -3.09 -18.65
H 35.00 -2.00 -18.12
H 32.56 -1.11 -19.39
H 34.06 -1.03 -20.09
H 35.54 1.69 -17.69
H 35.64 1.00 -19.32
H 35.82 -0.03 -17.88
C 31.86 8.46 -12.03
C 31.13 9.64 -12.78
C 31.39 9.56 -14.30
N 31.07 10.84 -15.12
C 31.51 10.50 -16.60
C 30.50 9.68 -17.39
C 29.02 10.11 -17.33
C 28.62 10.28 -15.81
C 29.51 11.20 -15.02
C 31.87 12.09 -14.61
H 31.64 7.47 -12.45
H 31.70 8.47 -10.95
H 32.93 8.62 -12.19
H 31.36 10.63 -12.39
H 30.06 9.59 -12.56
H 30.99 8.63 -14.68
H 32.48 9.57 -14.43
H 32.48 10.02 -16.54
H 31.54 11.50 -17.02
H 30.47 8.71 -16.88
H 30.85 9.53 -18.41
H 28.39 9.38 -17.83
H 29.02 11.02 -17.93
H 28.78 9.35 -15.26
H 27.60 10.57 -15.54
H 29.17 11.28 -13.98
H 29.39 12.13 -15.57
H 31.52 12.41 -13.63
H 31.58 12.91 -15.27
H 32.95 11.94 -14.64
C 30.82 5.74 -16.21
C 30.84 5.39 -14.71
C 29.62 4.43 -14.42
N 29.49 3.90 -12.99
C 30.71 3.03 -12.61
C 30.69 1.64 -13.17
C 29.36 0.94 -12.85
C 28.23 1.73 -13.46
C 28.13 3.14 -12.83
C 29.39 5.05 -11.93
H 29.87 6.19 -16.53
H 30.85 4.78 -16.72
H 31.59 6.39 -16.61
H 30.73 6.27 -14.07
H 31.81 4.89 -14.68
H 29.76 3.52 -15.02
H 28.76 4.88 -14.91
H 31.58 3.64 -12.83
H 30.77 2.91 -11.53
H 30.96 1.79 -14.22
H 31.59 1.10 -12.89
H 29.39 0.02 -13.43
H 29.22 0.74 -11.79
H 28.27 1.84 -14.54
H 27.25 1.29 -13.27
H 27.30 3.73 -13.22
H 27.88 3.14 -11.77
H 29.49 4.65 -10.92
H 28.43 5.56 -12.03
H 30.10 5.84 -12.17
O 28.68 -0.22 -18.54
C 28.13 0.58 -17.69
O 27.37 0.06 -16.92
O 28.63 1.68 -17.59
H 29.30 0.52 -18.54
O 23.81 5.40 -18.78
C 23.66 5.15 -20.07
O 24.20 6.06 -20.77
O 23.05 4.18 -20.51
H 24.36 6.11 -19.11
O 31.14 1.14 -22.22
C 30.69 -0.16 -22.10
O 31.30 -1.08 -21.57
O 29.61 -0.24 -22.69
H 30.51 1.10 -22.94
O 32.36 6.62 -21.60
C 32.06 7.87 -21.80
O 32.34 8.36 -22.90
O 31.52 8.53 -20.90
H 32.63 6.99 -22.44
O 23.61 -0.79 -24.46
C 23.70 0.19 -25.35
O 24.51 0.09 -26.32
O 23.08 1.23 -25.10
H 22.96 -0.17 -24.11
O 29.29 6.84 -24.98
C 28.16 7.47 -25.31
O 27.66 8.19 -24.47
O 27.64 7.42 -26.46
H 29.37 7.33 -24.15
*
```

Output
E_HOMO (alpha / beta)   -10.708 / -10.708 eV
Maximum force   0.187 hartree/bohr
Orbital gap (alpha / beta)   0.20126 / 0.08619 Eh

Here are the Mulliken charges for atoms 1 to 6, given in e: -1.42, -0.60, 0.31, 0.50, -0.83, -1.15

---

2.
ORCA calculation (wB97M-V/def2-TZVPD) on a 7-piece molecular cluster, C30H84Cl6N12O4P4 overall at a distorted geometry.

The geometry in ORCA input format:
```
! wB97M-V def2-TZVPD RIJCOSX def2/J DEFGRID3
* xyz 0 1
C -3.70 1.13 1.06
N -3.39 -0.03 1.87
C -2.23 0.15 2.75
P -4.72 -0.93 2.58
O -5.34 -0.21 3.76
N -5.83 -1.24 1.31
C -7.24 -0.97 1.53
C -5.48 -1.58 -0.09
N -4.12 -2.46 3.00
C -3.25 -3.29 2.16
C -4.67 -3.06 4.19
H -2.78 1.66 0.80
H -4.52 1.76 1.39
H -4.06 0.76 0.10
H -1.33 0.37 2.18
H -2.09 -0.68 3.44
H -2.28 1.04 3.38
H -7.67 -0.33 0.75
H -7.68 -1.97 1.47
H -7.49 -0.61 2.53
H -5.69 -2.65 -0.19
H -6.14 -1.04 -0.77
H -4.44 -1.42 -0.38
H -2.88 -4.13 2.75
H -3.82 -3.63 1.30
H -2.45 -2.69 1.74
H -5.58 -3.65 4.11
H -4.83 -2.33 4.99
H -4.03 -3.85 4.59
C 3.74 -0.72 -2.63
N 3.34 0.48 -3.34
C 3.77 1.72 -2.63
P 1.90 0.42 -4.34
O 0.63 0.27 -3.58
N 1.84 1.88 -5.26
C 0.55 2.41 -5.82
C 3.05 2.55 -5.83
N 2.23 -0.75 -5.53
C 1.13 -1.50 -6.10
C 3.54 -1.00 -6.14
H 3.82 -1.59 -3.28
H 2.98 -0.93 -1.87
H 4.75 -0.59 -2.24
H 3.85 1.58 -1.55
H 3.12 2.55 -2.89
H 4.75 2.04 -2.95
H 0.70 3.34 -6.37
H 0.01 1.76 -6.51
H -0.18 2.53 -5.02
H 3.90 2.25 -5.21
H 3.15 2.18 -6.85
H 2.93 3.63 -5.84
H 0.59 -1.02 -6.92
H 1.50 -2.39 -6.61
H 0.42 -1.79 -5.32
H 4.20 -0.14 -6.07
H 3.55 -1.36 -7.17
H 4.12 -1.72 -5.56
C 2.40 3.98 2.86
N 1.71 3.63 1.64
C 1.39 2.14 1.65
P 2.17 4.22 0.10
O 3.42 3.67 -0.44
N 0.87 4.17 -0.89
C -0.49 4.17 -0.43
C 0.94 4.54 -2.31
N 2.25 5.92 0.39
C 3.17 6.74 -0.47
C 1.18 6.74 1.01
H 3.44 3.67 2.80
H 1.93 3.54 3.74
H 2.47 5.07 2.95
H 2.30 1.53 1.61
H 0.75 1.84 0.83
H 0.90 1.94 2.61
H -1.00 4.99 -0.93
H -0.97 3.25 -0.79
H -0.50 4.30 0.65
H 0.51 3.77 -2.96
H 0.34 5.44 -2.45
H 1.99 4.76 -2.47
H 4.15 6.27 -0.52
H 2.75 6.74 -1.48
H 3.14 7.76 -0.09
H 1.42 7.79 1.20
H 0.91 6.32 1.98
H 0.25 6.62 0.46
C 0.54 -0.14 5.77
N 1.42 -1.08 6.45
C 1.43 -1.04 7.93
P 2.12 -2.42 5.63
O 3.20 -3.12 6.31
N 0.76 -3.44 5.25
C 0.49 -4.57 6.17
C -0.38 -3.07 4.45
N 2.62 -1.71 4.15
C 3.36 -0.43 4.16
C 2.94 -2.52 2.98
H 0.57 -0.33 4.69
H 0.78 0.92 5.92
H -0.49 -0.40 5.99
H 2.48 -1.17 8.18
H 0.89 -1.87 8.39
H 1.14 -0.03 8.23
H 0.25 -5.50 5.65
H 1.30 -4.86 6.85
H -0.28 -4.22 6.86
H -0.09 -2.43 3.61
H -0.83 -3.96 3.99
H -1.09 -2.44 4.98
H 3.28 -0.04 3.15
H 3.03 0.34 4.86
H 4.41 -0.70 4.30
H 2.01 -3.00 2.65
H 3.53 -3.40 3.26
H 3.37 -1.95 2.16
Cl -2.02 -2.65 -1.12
C -0.51 -1.90 -1.55
C -0.16 -0.82 -0.51
Cl 0.19 -1.66 1.07
H -0.59 -1.47 -2.55
H 0.19 -2.73 -1.66
H -0.97 -0.09 -0.39
H 0.76 -0.26 -0.66
Cl -2.56 -1.25 -6.79
C -2.77 -0.05 -5.54
C -3.37 -0.60 -4.20
Cl -5.11 -0.78 -4.24
H -3.55 0.62 -5.91
H -1.87 0.54 -5.39
H -3.14 0.09 -3.39
H -2.87 -1.54 -3.97
Cl -2.05 -5.94 -3.24
C -0.40 -5.43 -3.64
C -0.19 -5.16 -5.13
Cl 1.49 -5.17 -5.58
H 0.27 -6.20 -3.28
H -0.19 -4.52 -3.07
H -0.63 -4.26 -5.57
H -0.63 -5.92 -5.79
*
```

Output
E_HOMO   -8.148 eV
Maximum force   0.066 hartree/bohr
Orbital gap   0.31264 Eh
Relative energy (zero: lowest compared OMol25 entry of this formula, charge and spin)   193.5 kJ/mol

Here are the Mulliken charges for atoms 1 to 6, given in e: -1.08, 0.83, -0.52, 0.47, -0.89, 0.39

---

3.
ORCA calculation (wB97M-V/def2-TZVPD) on one molecule with the formula C3H4N2O at a distorted geometry.

The geometry in ORCA input format:
```
! wB97M-V def2-TZVPD RIJCOSX def2/J DEFGRID3
* xyz 0 1
N 1.82 0.03 -0.22
C 0.48 -0.31 0.01
C -0.54 0.38 -0.52
C -1.72 0.13 0.23
N -1.53 -0.81 1.11
O -0.21 -1.16 1.08
H 2.55 -0.56 -0.61
H 2.19 0.84 0.27
H -0.38 0.82 -1.49
H -2.67 0.65 0.13
*
```

Output
E_HOMO   -9.663 eV
Maximum force   0.056 hartree/bohr
Orbital gap   0.38206 Eh
Relative energy (zero: lowest compared OMol25 entry of this formula, charge and spin)   292.1 kJ/mol

Here are the natural (NBO) charges for atoms 1 to 6, given in e: -0.86, 0.41, -0.35, -0.06, -0.07, -0.32

---

4.
ORCA calculation (wB97M-V/def2-TZVPD) on a 2-piece molecular cluster, C4H9ClN3 overall at a distorted geometry.

The geometry in ORCA input format:
```
! wB97M-V def2-TZVPD RIJCOSX def2/J DEFGRID3
* xyz 1 1
C -0.83 0.57 0.63
C 0.70 2.97 0.45
C -0.24 -0.18 -0.38
C -0.27 -1.82 -0.01
N -1.51 0.60 1.56
N 1.97 3.34 0.42
N -1.58 -2.35 0.18
Cl -0.28 4.17 -0.26
H -0.74 -0.18 -1.35
H 0.85 0.19 -0.71
H 0.42 -2.34 -0.74
H 0.31 -1.71 0.90
H -2.23 0.94 2.26
H 2.55 4.02 -0.06
H -1.96 -2.58 -0.73
H 2.60 2.62 0.80
H -1.72 -3.17 0.69
*
```

Output
E_HOMO   -12.801 eV
Maximum force   0.104 hartree/bohr
Orbital gap   0.32467 Eh
Relative energy (zero: lowest compared OMol25 entry of this formula, charge and spin)   245.2 kJ/mol

Here are the natural (NBO) charges for atoms 1 to 6, given in e: 0.69, 0.00, -0.62, -0.15, -0.45, -0.75